# 1
ORCA calculation (ωB97M-V with the def2-TZVPD basis set) on a 6-piece molecular cluster, H12S6 overall.

Structure (SMILES) ... S.S.S.S.S.S
LUMO ... 0.0167 hartree
Largest force on an atom ... 0.888 eV/Å
Energy relative to the best compared isomer or geometry (same formula, charge and spin) ... 2.3 kJ/mol
Molar mass ... 204.5 g mol⁻¹
DFT total energy ... -65205.0705 eV
HOMO ... -9.72 eV

The geometry in XYZ format:
```
18
H12S6 (ωB97M-V with the def2-TZVPD basis set)
S -0.30485 3.01274 -2.96637
H -0.01372 2.14290 -1.99402
H 0.69355 2.75199 -3.80149
S -4.12689 2.12136 -2.75770
H -3.76615 3.27430 -3.29552
H -5.29824 2.53000 -2.29149
S 2.32910 -5.20377 -3.27856
H 1.33292 -4.68444 -4.00578
H 3.20363 -4.29230 -3.66869
S -4.15330 3.45482 4.97969
H -2.99070 2.85698 5.25815
H -4.53028 2.41259 4.25148
S 2.04508 -6.58031 1.54393
H 1.01891 -6.57931 0.68810
H 1.61894 -5.50100 2.20122
S 4.56834 3.30125 2.88870
H 4.98782 2.25683 3.59740
H 3.38582 2.72539 2.65095
```

Atomic partial charges in e from the natural (NBO) method, atoms 1 to 5: -0.292, 0.149, 0.144, -0.282, 0.144

---

# 2
ORCA calculation (ωB97M-V with the def2-TZVPD basis set) on a 6-piece molecular cluster, H13O6 overall.

LUMO ... -0.1279 hartree
Largest force on an atom ... 2.809 eV/Å
Energy relative to the best compared isomer or geometry (same formula, charge and spin) ... 127.5 kJ/mol
Molar mass ... 109.1 g mol⁻¹
Net charge ... +1
DFT total energy ... -12489.2036 eV
HOMO ... -15.81 eV

The geometry in XYZ format:
```
19
H13O6 (ωB97M-V with the def2-TZVPD basis set)
O 0.77761 -0.86753 0.83860
H -0.16284 -0.73820 1.06865
H 0.87903 -0.83762 -0.15069
H 1.29261 -0.02387 1.03546
O -0.59735 0.46694 -1.45537
H -1.47642 0.23225 -1.57540
H -0.56152 1.37895 -1.77917
O 2.56800 -0.65576 -1.16095
H 2.45512 -1.18892 -1.98667
H 2.94068 0.17583 -1.44809
O 1.33523 1.93584 1.16110
H 0.97051 2.48357 1.87831
H 0.79949 2.19952 0.44107
O -1.43135 0.35414 1.66947
H -1.78937 1.15560 2.06730
H -2.20861 -0.22285 1.60588
O -1.77311 -2.14849 -0.43022
H -1.65775 -2.27641 -1.34804
H -2.35997 -1.42299 -0.43125
```

Atomic partial charges in e from the natural (NBO) method, atoms 1 to 5: -0.787, 0.567, 0.574, 0.570, -0.952

---

# 3
ORCA calculation (ωB97M-V with the def2-TZVPD basis set) on a 7-piece molecular cluster, H13O6S overall.

LUMO ... 0.1205 hartree
Largest force on an atom ... 3.339 eV/Å
Energy relative to the best compared isomer or geometry (same formula, charge and spin) ... 139.2 kJ/mol
Molar mass ... 141.2 g mol⁻¹
Net charge ... -1
DFT total energy ... -23333.0074 eV
HOMO ... -4.15 eV

The geometry in XYZ format:
```
20
H13O6S (ωB97M-V with the def2-TZVPD basis set)
S -1.26693 -0.15939 -0.44404
H -1.55655 1.17997 -0.43506
H 1.20867 0.57128 -0.69166
H 2.70342 1.15087 -0.85231
O 1.76171 1.38600 -0.78027
H 0.27731 -3.29046 0.93235
H 0.30235 -1.84047 0.59992
O 0.78148 -2.66706 0.38192
H -1.07389 3.78067 -2.12897
H -2.00655 3.41371 -3.15923
O -2.01417 3.96831 -2.41304
H -1.98124 -0.56634 1.99668
H -3.01811 -0.08324 3.14376
O -2.25657 -0.59956 2.95227
H 1.65545 -2.10347 -1.75949
H 2.32781 -1.15439 -2.65125
O 2.25042 -2.10924 -2.53978
H 1.18546 -0.58700 2.10465
H 0.06907 0.23420 2.75242
O 0.65084 -0.52439 2.99112
```

Atomic partial charges in e from the natural (NBO) method, atoms 1 to 5: -1.051, 0.118, 0.506, 0.455, -0.986

---

# 4
ORCA calculation (ωB97M-V with the def2-TZVPD basis set) on a 7-piece molecular cluster, H13O6S overall.

LUMO ... 0.1217 hartree
Largest force on an atom ... 2.122 eV/Å
Energy relative to the best compared isomer or geometry (same formula, charge and spin) ... 85.9 kJ/mol
Molar mass ... 141.2 g mol⁻¹
Net charge ... -1
DFT total energy ... -23333.5596 eV
HOMO ... -3.95 eV

The geometry in XYZ format:
```
20
H13O6S (ωB97M-V with the def2-TZVPD basis set)
S 1.76883 -0.53046 1.26646
H 1.73572 -1.86604 1.52094
H 0.26412 -3.06929 -0.14850
H 0.50483 -2.14893 -1.26572
O -0.17003 -2.78764 -0.97593
H -0.86084 1.70430 -0.93258
H -0.46535 1.48229 -2.46681
O -1.15964 1.46174 -1.81744
H -1.26411 -1.65802 -0.87518
H -1.69104 -0.20432 -1.37180
O -1.65837 -0.78865 -0.62579
H 0.22053 1.86210 1.01325
H -1.33361 1.79710 1.13313
O -0.59060 2.27755 0.71794
H 1.97088 0.51096 -1.07100
H 2.13212 0.99721 -2.54542
O 1.49520 0.72879 -1.87999
H -0.37594 0.10477 2.22056
H -1.56361 -0.27222 1.44096
O -1.34501 0.28792 2.20544
```

Atomic partial charges in e from the natural (NBO) method, atoms 1 to 5: -1.048, 0.098, 0.487, 0.500, -0.945

---

# 5
ORCA calculation (ωB97M-V with the def2-TZVPD basis set) on H14LiO7 as an isolated structure.

LUMO ... -0.1344 hartree
Largest force on an atom ... 5.104 eV/Å
Energy relative to the best compared isomer or geometry (same formula, charge and spin) ... 208.2 kJ/mol
Molar mass ... 133.0 g mol⁻¹
Net charge ... +1
DFT total energy ... -14759.8595 eV
HOMO ... -13.99 eV

The geometry in XYZ format:
```
22
H14LiO7 (ωB97M-V with the def2-TZVPD basis set)
Li 1.72100 14.34100 11.50900
O 1.61100 15.75400 9.78200
H 2.50100 16.15900 9.79300
H 1.39200 15.63200 8.76000
O 0.53200 15.49700 12.14700
H 0.16000 15.04300 12.85000
H -0.21400 15.78800 11.48900
O 3.61500 13.61400 10.32300
H 3.37300 12.56600 10.09100
H 4.16800 13.54200 11.08100
O 1.29700 13.01000 13.16600
H 0.93800 12.19200 12.90100
H 1.19500 12.96400 14.06800
O 0.52700 12.65700 10.30900
H 1.08100 12.87800 9.52500
H 0.25400 11.81000 10.48000
O 3.17300 15.77600 12.52300
H 3.75200 15.03700 12.96900
H 3.54600 16.65000 12.48500
O -1.08800 14.45900 10.05600
H -1.94600 13.98000 9.85100
H -0.41000 13.70900 10.07800
```

Atomic partial charges in e from the natural (NBO) method, atoms 1 to 5: 0.881, -0.976, 0.494, 0.500, -1.001

---

# 6
ORCA calculation (ωB97M-V with the def2-TZVPD basis set) on a 6-piece molecular cluster, H14NO5 overall.

LUMO ... -0.1095 hartree
Largest force on an atom ... 1.473 eV/Å
Energy relative to the best compared isomer or geometry (same formula, charge and spin) ... 91.0 kJ/mol
Molar mass ... 108.1 g mol⁻¹
Net charge ... +1
DFT total energy ... -11949.4794 eV
HOMO ... -14.58 eV

The geometry in XYZ format:
```
20
H14NO5 (ωB97M-V with the def2-TZVPD basis set)
N -1.06319 1.31081 0.16264
H -1.14275 1.25930 1.18342
H -1.31689 0.40167 -0.23089
H -1.79541 1.88918 -0.24807
H -0.11935 1.57846 -0.14803
H 3.30260 -1.11577 -1.75194
H 4.64933 -1.09330 -1.00619
O 3.80368 -0.63626 -1.08437
H -1.82936 -3.79703 -3.22589
H -2.09140 -2.27634 -3.13560
O -1.80835 -3.04292 -2.63238
H -2.54945 -2.09056 1.21838
H -2.02549 -2.05525 -0.20824
O -2.23762 -1.48301 0.53888
H 2.30674 1.64561 1.20950
H 2.58639 0.86888 0.00411
O 1.86936 1.41569 0.37842
H -1.17538 2.94324 3.29551
H 0.26079 2.60750 3.07999
O -0.59605 2.51087 2.64917
```

Atomic partial charges in e from the natural (NBO) method, atoms 1 to 5: -0.875, 0.480, 0.453, 0.434, 0.478

---

# 7
ORCA calculation (ωB97M-V with the def2-TZVPD basis set) on a 6-piece molecular cluster, H14NO5 overall.

LUMO ... -0.1190 hartree
Largest force on an atom ... 1.002 eV/Å
Energy relative to the best compared isomer or geometry (same formula, charge and spin) ... 129.6 kJ/mol
Molar mass ... 108.1 g mol⁻¹
Net charge ... +1
DFT total energy ... -11949.0787 eV
HOMO ... -13.99 eV

The geometry in XYZ format:
```
20
H14NO5 (ωB97M-V with the def2-TZVPD basis set)
N -2.36918 0.25152 -0.24682
H -3.13890 0.89844 -0.05822
H -2.14408 -0.20099 0.64715
H -2.57106 -0.37474 -1.02363
H -1.53083 0.77306 -0.55948
H 3.32680 -2.13537 0.40760
H 4.22780 -1.69920 1.45386
O 4.04946 -1.50148 0.52942
H -0.34874 2.79811 -1.73983
H 0.28393 2.50729 -0.40336
O -0.42143 2.18130 -1.00798
H 0.17444 -2.64692 -2.80266
H 1.43564 -1.93203 -3.17184
O 0.83087 -2.04983 -2.43364
H 2.39257 2.29050 -0.19846
H 2.07023 1.28791 0.80743
O 1.77044 2.16724 0.52978
H -2.84587 -1.64386 2.96571
H -2.54784 -0.24668 3.56203
O -2.64426 -0.72426 2.74294
```

Atomic partial charges in e from the natural (NBO) method, atoms 1 to 5: -0.888, 0.448, 0.472, 0.444, 0.486

---

# 8
ORCA calculation (ωB97M-V with the def2-TZVPD basis set) on a 6-piece molecular cluster, H14NO5 overall.

LUMO ... -0.1012 hartree
Largest force on an atom ... 0.931 eV/Å
Energy relative to the best compared isomer or geometry (same formula, charge and spin) ... 61.2 kJ/mol
Molar mass ... 108.1 g mol⁻¹
Net charge ... +1
DFT total energy ... -11949.7875 eV
HOMO ... -14.71 eV

The geometry in XYZ format:
```
20
H14NO5 (ωB97M-V with the def2-TZVPD basis set)
N -1.08470 -0.01187 0.35530
H -1.13474 -0.88173 0.89682
H -1.63934 -0.10003 -0.49844
H -1.32623 0.80337 0.92731
H -0.06865 0.07434 0.12864
H 5.08692 -0.53005 0.26564
H 5.05902 0.45183 -0.88785
O 4.50588 -0.18835 -0.42231
H -1.46220 -3.30630 2.22316
H -0.52742 -2.99822 1.02828
O -1.18077 -2.60445 1.61864
H -1.85738 -0.12919 -3.92043
H -1.73869 0.85809 -2.83004
O -1.93612 -0.08012 -2.95880
H 1.99930 0.92074 -0.77611
H 2.23456 -0.51135 -0.37067
O 1.60336 0.21261 -0.25760
H -2.84333 2.63336 1.40291
H -1.69395 3.05301 2.32035
O -1.99550 2.33431 1.75517
```

Atomic partial charges in e from the natural (NBO) method, atoms 1 to 5: -0.922, 0.459, 0.443, 0.463, 0.465

---

# 9
ORCA calculation (ωB97M-V with the def2-TZVPD basis set) on a 6-piece molecular cluster, H14NO5 overall.

LUMO ... -0.1132 hartree
Largest force on an atom ... 1.659 eV/Å
Energy relative to the best compared isomer or geometry (same formula, charge and spin) ... 121.4 kJ/mol
Molar mass ... 108.1 g mol⁻¹
Net charge ... +1
DFT total energy ... -11949.1637 eV
HOMO ... -14.15 eV

The geometry in XYZ format:
```
20
H14NO5 (ωB97M-V with the def2-TZVPD basis set)
N -0.77522 -0.94337 -0.31470
H -1.34380 -1.32865 -1.05985
H 0.21296 -1.15290 -0.36120
H -1.12148 -1.33801 0.56666
H -0.97639 0.06770 -0.32242
H -1.21863 5.59136 0.05364
H -2.40540 4.67434 -0.20574
O -1.46577 4.68884 -0.18224
H -0.57247 -4.34719 -0.85086
H -1.86427 -3.97714 -1.58132
O -1.02303 -3.60566 -1.23506
H 4.61398 -1.51082 -0.37990
H 3.95615 -2.34545 -1.44413
O 3.97728 -1.44925 -1.09645
H 0.76367 2.48612 0.66284
H -0.55999 3.02746 0.29334
O -0.01104 2.25229 0.16518
H 0.08980 -1.08890 3.11263
H -1.45267 -1.03467 2.78561
O -0.58433 -0.82200 2.47724
```

Atomic partial charges in e from the natural (NBO) method, atoms 1 to 5: -0.858, 0.449, 0.459, 0.461, 0.469

---

# 10
ORCA calculation (ωB97M-V with the def2-TZVPD basis set) on a 6-piece molecular cluster, H14NO5 overall.

LUMO (alpha / beta) ... -0.2975 / -0.5488 hartree
Largest force on an atom ... 4.132 eV/Å
Energy relative to the best compared isomer or geometry (same formula, charge and spin) ... 109.2 kJ/mol
Molar mass ... 108.1 g mol⁻¹
Net charge ... +2
Expectation value of S² ... 0.758
DFT total energy ... -11933.8041 eV
Spin multiplicity ... 2
HOMO (alpha / beta) ... -18.51 / -18.34 eV

The geometry in XYZ format:
```
20
H14NO5 (ωB97M-V with the def2-TZVPD basis set)
N 0.15583 -0.40765 -0.19205
H -0.76621 -0.29629 -0.44791
H 0.25391 -0.18415 0.85297
H 0.29036 -1.36894 -0.43640
H 0.86728 0.15521 -0.79347
H 3.03094 0.68196 -1.43539
H 2.17492 0.81531 -2.56017
O 2.12506 0.32419 -1.77716
H -0.15357 3.58131 0.47864
H 1.31553 3.24700 0.74007
O 0.48844 2.90058 0.38862
H -0.39195 1.55017 1.95327
H -1.61353 2.35171 1.66293
O -1.29408 1.49797 1.41442
H -1.59197 -2.78512 -1.46704
H -0.96132 -2.28158 -2.73210
O -0.92313 -2.22013 -1.78190
H -0.48179 -3.18651 2.07757
H -1.57936 -2.08922 2.02506
O -0.58179 -2.16977 1.93430
```

Atomic partial charges in e from the natural (NBO) method, atoms 1 to 5: -0.888, 0.430, 0.418, 0.483, 0.469

---

# 11
ORCA calculation (ωB97M-V with the def2-TZVPD basis set) on H14Na4O11S as an isolated structure.

LUMO ... -0.3646 hartree
Largest force on an atom ... 2.264 eV/Å
Energy relative to the best compared isomer or geometry (same formula, charge and spin) ... 280.6 kJ/mol
Molar mass ... 314.1 g mol⁻¹
Net charge ... +2
DFT total energy ... -51239.9542 eV
HOMO ... -15.25 eV

The geometry in XYZ format:
```
30
H14Na4O11S (ωB97M-V with the def2-TZVPD basis set)
Na -1.99004 -0.89955 3.04411
Na -1.87796 2.98294 -0.48433
Na 0.76705 -2.53676 2.09516
Na -2.56526 -2.59627 0.74913
S -0.41117 0.33010 0.05578
O 0.98084 -0.03524 -0.19802
O -1.17315 0.41400 -1.20774
O -1.02685 -0.77129 0.93306
O -0.42594 1.64257 0.72552
O -3.73304 -0.74344 -0.79606
H -3.78039 -0.40011 0.10256
H -2.87178 -0.42440 -1.13833
O 1.77531 3.48960 1.18067
H 2.24156 3.18918 1.96748
H 1.12032 2.80879 0.99626
O -0.63310 -1.61947 -3.09191
H -0.85080 -2.47279 -2.70600
H -0.85313 -0.93829 -2.43334
O 1.18394 1.21969 -2.68739
H 1.32526 0.94671 -1.76950
H 0.23498 1.13279 -2.81223
O -0.70010 1.36554 3.46001
H -0.00277 0.80421 3.82109
H -0.39636 1.59234 2.55650
O 2.81753 -1.19045 1.53130
H 2.20452 -0.56661 1.09868
H 3.27559 -1.60069 0.78108
O 2.09755 -1.95536 -1.92631
H 1.81857 -1.36734 -1.21682
H 1.44881 -1.80039 -2.63042
```

Atomic partial charges in e from the natural (NBO) method, atoms 1 to 5: 0.974, 0.991, 0.975, 0.979, 2.617

---

> Which formula does entry 1 have?

H12S6

---

> Which formula does entry 7 have?

H14NO5

---

> Which of these has the highest energy relative to the best compared isomer or geometry (same formula, charge and spin)?

H14Na4O11S

---

Please write out number 3 again, unchanged.
ORCA calculation (ωB97M-V with the def2-TZVPD basis set) on a 7-piece molecular cluster, H13O6S overall.

LUMO ... 0.1205 hartree
Largest force on an atom ... 3.339 eV/Å
Energy relative to the best compared isomer or geometry (same formula, charge and spin) ... 139.2 kJ/mol
Molar mass ... 141.2 g mol⁻¹
Net charge ... -1
DFT total energy ... -23333.0074 eV
HOMO ... -4.15 eV

The geometry in XYZ format:
```
20
H13O6S (ωB97M-V with the def2-TZVPD basis set)
S -1.26693 -0.15939 -0.44404
H -1.55655 1.17997 -0.43506
H 1.20867 0.57128 -0.69166
H 2.70342 1.15087 -0.85231
O 1.76171 1.38600 -0.78027
H 0.27731 -3.29046 0.93235
H 0.30235 -1.84047 0.59992
O 0.78148 -2.66706 0.38192
H -1.07389 3.78067 -2.12897
H -2.00655 3.41371 -3.15923
O -2.01417 3.96831 -2.41304
H -1.98124 -0.56634 1.99668
H -3.01811 -0.08324 3.14376
O -2.25657 -0.59956 2.95227
H 1.65545 -2.10347 -1.75949
H 2.32781 -1.15439 -2.65125
O 2.25042 -2.10924 -2.53978
H 1.18546 -0.58700 2.10465
H 0.06907 0.23420 2.75242
O 0.65084 -0.52439 2.99112
```

Atomic partial charges in e from the natural (NBO) method, atoms 1 to 5: -1.051, 0.118, 0.506, 0.455, -0.986